[1]
Density functional theory data (ωB97M-V/def2-TZVPD) for a structure of composition C33H26BrCaN3O8S4Te.

- E_LUMO (spin up / spin down) (Ha) = 0.1064 / 0.1396
- frontier orbital gap (spin up / spin down) (eV) = 4.4 / 6.7
- total charge = -2
- max |F| (eV/Å) = 0.74
- total energy (Ha) = -7151.94418
- energy relative to the best compared isomer or geometry (same formula, charge and spin) (eV) = 2.108

Structure (XYZ):
```
77
C33H26BrCaN3O8S4Te, DFT ωB97M-V/def2-TZVPD
Ca 0.485 -0.511 0.018
O -0.303 -1.510 -3.693
C -0.707 -1.867 -2.395
O -1.020 -0.841 -1.619
C -1.839 -2.875 -2.584
O -2.109 -3.584 -1.397
C -0.970 -4.339 -1.041
C 0.236 -3.440 -0.759
O 1.373 -4.293 -0.560
O 0.490 -2.589 -1.846
H 0.377 -0.835 -3.581
H -2.735 -2.313 -2.851
H -1.577 -3.570 -3.394
H -1.193 -4.890 -0.131
H -0.709 -5.039 -1.849
C -3.431 -2.905 3.684
C -2.773 -2.031 4.537
C -1.928 -1.049 4.040
C -1.730 -0.932 2.657
C -2.397 -1.823 1.797
C -3.234 -2.793 2.309
N -0.903 0.011 2.062
N -0.408 0.905 2.896
C 0.404 1.836 2.343
C 0.830 2.885 3.203
C 1.612 3.893 2.714
C 1.992 3.873 1.361
C 1.572 2.808 0.595
N 0.810 1.807 1.050
H -4.083 -3.674 4.083
H -2.911 -2.116 5.610
H -1.412 -0.372 4.704
H -2.226 -1.749 0.730
H -3.726 -3.478 1.628
H 0.503 2.849 4.233
H 1.934 4.698 3.364
H 2.609 4.647 0.927
H 1.859 2.729 -0.447
O 6.813 3.036 -2.786
C 5.840 2.420 -2.426
S 5.795 1.393 -0.996
C 4.122 0.837 -1.126
C 3.403 1.343 -2.221
S 1.806 1.019 -2.604
S 4.296 2.438 -3.278
S 3.584 -0.240 0.032
C -4.370 2.750 -1.299
Te -3.288 0.863 -1.323
C -1.704 2.220 -1.792
C -2.341 3.313 -2.595
C -1.659 4.030 -3.567
C -2.311 5.012 -4.306
C -3.650 5.281 -4.071
C -4.338 4.567 -3.094
C -3.696 3.585 -2.354
H -4.229 3.202 -0.315
H -5.438 2.629 -1.473
H -0.898 1.709 -2.308
H -1.323 2.601 -0.840
H -0.616 3.804 -3.758
H -1.772 5.555 -5.073
H -4.165 6.035 -4.654
H -5.389 4.767 -2.915
Br 5.836 -1.288 3.863
C 4.454 -2.194 2.918
C 3.134 -1.993 3.292
C 2.135 -2.648 2.591
C 2.452 -3.473 1.515
C 3.776 -3.635 1.141
C 4.790 -3.002 1.851
C 1.366 -4.279 0.859
O 0.845 -5.180 1.473
O 0.155 -2.790 0.430
H 2.889 -1.329 4.110
H 1.094 -2.519 2.866
H 4.017 -4.248 0.281
H 5.824 -3.114 1.556
```

Atom-resolved charges from Mulliken, all expressed in e: Ca 1.27; O -0.75; C 0.98; O -0.51; C -1.14; O -0.28; C -1.09; C 0.73; O -0.57; O -0.44; H 0.27; H 0.35; H 0.39; H 0.35; H 0.26; C -0.50; C -0.53; C -0.47; C -0.41; C 0.23; C -0.60; N 1.00; N -0.90; C -0.15; C -0.57; C -0.33; C -0.94; C -0.51; N 0.36; H 0.36; H 0.34; H 0.40; H 0.20; H 0.44; H 0.48; H 0.35; H 0.43; H 0.45; O -0.63; C 0.57; S -0.14; C -0.09; C -0.07; S -0.35; S -0.16; S 0.05; C -1.31; Te 0.25; C -0.35; C 0.57; C -0.66; C -0.57; C -0.48; C -0.66; C 0.61; H 0.31; H 0.46; H 0.05; H 0.22; H 0.49; H 0.39; H 0.36; H 0.38; Br -0.26; C 0.16; C -0.43; C -0.21; C 0.34; C -0.13; C -0.64; C 0.25; O -0.72; O -0.15; H 0.45; H 0.37; H 0.39; H 0.41


[2]
Density functional theory data (ωB97M-V/def2-TZVPD) for the molecule C5H5NO2.

- E_LUMO (Ha) = -0.0366
- frontier orbital gap (eV) = 9.2
- max |F| (eV/Å) = 7.25
- total energy (Ha) = -398.68034
- energy relative to the best compared isomer or geometry (same formula, charge and spin) (eV) = 2.670

Structure (XYZ):
```
13
C5H5NO2, DFT ωB97M-V/def2-TZVPD
C 1.708 1.161 -1.791
C 0.819 0.349 -0.872
C -0.425 0.691 -0.324
C -1.220 0.228 0.931
C 1.258 -0.884 -0.491
H 2.063 0.473 -2.569
H 1.227 2.085 -2.158
H 2.546 1.537 -1.215
H -1.000 1.475 -0.643
H 0.067 -1.091 1.583
N 1.288 -1.983 -0.033
O -1.033 -0.844 1.560
O -2.312 0.861 1.004
```

Atom-resolved charges from Mulliken, all expressed in e: C -1.19; C 0.38; C -0.28; C 0.50; C 0.35; H 0.34; H 0.34; H 0.31; H 0.46; H 0.38; N -0.56; O -0.45; O -0.58


[3]
Density functional theory data (ωB97M-V/def2-TZVPD) for a cluster of 2 separate species, C5H13NO in total.

- E_LUMO (Ha) = 0.0273
- frontier orbital gap (eV) = 10.1
- max |F| (eV/Å) = 5.28
- total energy (Ha) = -328.20001
- energy relative to the best compared isomer or geometry (same formula, charge and spin) (eV) = 3.234

Structure (XYZ):
```
20
C5H13NO, DFT ωB97M-V/def2-TZVPD
C -0.240 0.418 -2.718
C -0.802 0.380 -1.345
C 0.100 -0.305 -0.244
C 0.532 0.627 0.864
C -1.708 0.986 1.543
N -0.530 1.259 1.615
H -0.113 1.382 -3.224
H 0.750 -0.187 -2.774
H -0.964 -0.172 -3.304
H -1.007 1.440 -0.967
H -1.863 -0.008 -1.262
H -0.300 -1.262 0.235
H 0.987 -0.727 -0.601
H 1.146 1.492 0.335
H 1.172 0.074 1.575
H -2.395 1.426 2.233
H -2.150 0.171 1.106
H 1.724 -1.623 0.619
H 2.377 -2.496 1.528
O 2.131 -2.621 0.574
```

Atom-resolved charges from Mulliken, all expressed in e: C -1.07; C -0.33; C -1.10; C -0.43; C -0.31; N -0.44; H 0.28; H 0.29; H 0.25; H 0.27; H 0.36; H 0.48; H 0.62; H 0.23; H 0.39; H 0.29; H 0.26; H 0.22; H 0.36; O -0.62


[4]
Density functional theory data (ωB97M-V/def2-TZVPD) for a structure of composition C31H40GeNOPdS6SbSi3.

- E_LUMO (Ha) = 0.1179
- frontier orbital gap (eV) = 4.7
- total charge = -2
- max |F| (eV/Å) = 0.91
- total energy (Ha) = -7038.00093
- energy relative to the best compared isomer or geometry (same formula, charge and spin) (eV) = 2.846

Structure (XYZ):
```
85
C31H40GeNOPdS6SbSi3, DFT ωB97M-V/def2-TZVPD
Pd -0.112 0.356 -0.975
S -4.452 -0.056 -3.388
Sb -2.624 -0.088 -2.036
S -3.236 1.573 -0.232
S -0.862 1.329 -2.960
C -0.532 1.867 3.312
Si -1.004 3.193 2.083
C 0.181 4.625 2.436
C -2.715 3.830 2.527
Ge -1.150 2.431 -0.228
Si 1.972 1.403 -1.114
C 2.057 3.209 -0.599
C 3.195 0.551 0.009
C 2.520 1.306 -2.896
Si -1.347 4.389 -1.657
C -3.156 4.513 -2.115
C -0.339 4.570 -3.240
C -0.919 5.961 -0.687
H -0.279 2.335 4.268
H 0.317 1.267 2.980
H -1.371 1.192 3.477
H 0.129 4.805 3.515
H -0.085 5.551 1.929
H 1.220 4.393 2.194
H -2.756 4.056 3.598
H -3.483 3.093 2.290
H -2.949 4.745 1.976
H 1.798 3.356 0.450
H 1.420 3.849 -1.207
H 3.093 3.540 -0.738
H 3.054 0.849 1.048
H 4.190 0.881 -0.315
H 3.166 -0.535 -0.050
H 2.045 2.099 -3.477
H 2.234 0.347 -3.326
H 3.608 1.435 -2.950
H -3.453 3.664 -2.735
H -3.334 5.444 -2.664
H -3.794 4.493 -1.230
H -0.669 3.879 -4.013
H 0.730 4.413 -3.088
H -0.479 5.597 -3.595
H -1.648 6.162 0.102
H -0.934 6.810 -1.378
H 0.071 5.920 -0.230
O 0.920 -1.232 -2.153
C 0.848 -2.520 -1.670
C 2.233 -3.051 -1.295
C 3.419 -2.562 -1.750
C 4.543 -3.284 -1.259
C 4.181 -4.312 -0.442
S 2.481 -4.407 -0.273
C -0.024 -2.485 -0.435
C -1.123 -3.164 -0.071
C -1.741 -2.578 1.155
C -0.315 -1.474 2.697
S 1.305 -1.289 1.935
C 0.284 -3.416 -2.772
C 0.965 -4.283 -3.577
C 0.176 -4.797 -4.643
C -1.091 -4.297 -4.632
S -1.323 -3.203 -3.342
H 3.453 -1.705 -2.407
H 5.571 -3.041 -1.492
H 4.824 -5.002 0.080
H -1.549 -3.998 -0.612
H -2.825 -2.607 1.221
H -0.529 -0.952 3.617
H 2.002 -4.537 -3.408
H 0.533 -5.506 -5.378
H -1.901 -4.519 -5.309
N -1.106 -6.450 6.789
C -1.113 -5.715 5.889
C -1.118 -4.820 4.803
C -2.099 -3.798 4.680
C -2.137 -2.934 3.640
C -1.071 -2.923 2.586
C -0.193 -4.127 2.644
C -0.213 -4.958 3.711
C -0.948 -1.330 1.345
C 0.165 -1.335 0.503
H -2.876 -3.727 5.435
H -2.922 -2.188 3.567
H 0.507 -4.287 1.836
H 0.484 -5.792 3.720
```

Atom-resolved charges from Mulliken, all expressed in e: Pd -0.69; S -0.73; Sb 0.08; S -0.61; S -0.45; C -0.86; Si 0.44; C -1.26; C -1.17; Ge 1.02; Si 2.26; C -0.69; C -1.20; C -1.15; Si 0.95; C -1.08; C -1.35; C -1.28; H 0.51; H 0.12; H 0.20; H 0.40; H 0.30; H 0.38; H 0.36; H 0.32; H 0.24; H -0.21; H -0.33; H 0.52; H 0.26; H 0.43; H 0.08; H 0.26; H 0.13; H 0.39; H 0.26; H 0.35; H 0.27; H 0.36; H 0.35; H 0.43; H 0.33; H 0.44; H 0.30; O -1.17; C 4.78; C -0.50; C -0.67; C -0.57; C -0.69; S -0.07; C -1.48; C -1.03; C -0.35; C -0.72; S -0.40; C -0.71; C -0.64; C -0.66; C -0.73; S 0.04; H 0.45; H 0.38; H 0.43; H 0.58; H 0.53; H 0.64; H 0.45; H 0.38; H 0.43; N -0.80; C 0.21; C -0.05; C -0.61; C -1.21; C 2.32; C -0.82; C -0.61; C -0.21; C 0.14; H 0.38; H 0.42; H 0.04; H 0.42


[5]
Density functional theory data (ωB97M-V/def2-TZVPD) for the ion C8H17N2 with charge +1.

- E_LUMO (Ha) = -0.1445
- frontier orbital gap (eV) = 8.7
- total charge = +1
- max |F| (eV/Å) = 5.52
- total energy (Ha) = -424.18274
- energy relative to the best compared isomer or geometry (same formula, charge and spin) (eV) = 3.594

Structure (XYZ):
```
27
C8H17N2, DFT ωB97M-V/def2-TZVPD
C 1.881 0.796 0.468
C 1.129 1.291 1.666
C -0.005 -0.317 0.392
C -0.494 -1.786 0.449
C -0.011 0.218 1.825
C 1.881 -0.829 -1.361
C -2.278 0.526 0.026
C -0.792 0.502 -1.827
N 1.349 -0.130 -0.199
N -0.919 0.708 -0.432
H 2.893 1.345 0.273
H 1.461 1.432 2.599
H 0.292 -2.282 1.000
H -0.788 -2.231 -0.529
H -1.360 -1.728 1.115
H 0.791 2.232 1.114
H 0.019 -0.307 2.745
H -0.907 0.830 1.859
H 2.918 -1.042 -1.100
H 1.351 -1.743 -1.516
H 2.009 -0.146 -2.177
H -2.440 0.751 1.065
H -3.095 1.198 -0.453
H -2.462 -0.526 -0.191
H -0.371 1.387 -2.352
H -0.218 -0.450 -2.056
H -1.836 0.301 -2.406
```

Atom-resolved charges from Mulliken, all expressed in e: C -0.12; C -0.85; C 0.66; C -1.82; C -0.61; C -1.14; C -1.11; C -0.78; N 0.24; N -0.03; H 0.41; H 0.57; H 0.47; H 0.39; H 0.58; H 0.29; H 0.54; H 0.12; H 0.42; H 0.40; H 0.41; H 0.30; H 0.33; H 0.49; H 0.28; H 0.26; H 0.30


[6]
Density functional theory data (ωB97M-V/def2-TZVPD) for the molecule C4H5NS.

- E_LUMO (Ha) = 0.0262
- frontier orbital gap (eV) = 9.2
- max |F| (eV/Å) = 4.34
- total energy (Ha) = -608.29470
- energy relative to the best compared isomer or geometry (same formula, charge and spin) (eV) = 1.523

Structure (XYZ):
```
11
C4H5NS, DFT ωB97M-V/def2-TZVPD
C 0.406 -0.032 -1.089
C 0.383 0.782 0.194
C -0.320 -1.153 -0.897
C -0.652 -0.155 0.986
N -0.917 -1.159 0.309
S -1.184 0.213 2.560
H 0.977 0.454 -1.795
H 0.183 1.864 0.058
H -0.341 -1.924 -1.640
H 1.496 0.769 0.580
H -2.346 -0.295 2.398
```

Atom-resolved charges from Mulliken, all expressed in e: C -0.22; C -0.40; C -0.52; C 0.36; N -0.52; S -0.25; H 0.44; H 0.33; H 0.40; H 0.24; H 0.14


Which value of energy relative to the best compared isomer or geometry (same formula, charge and spin) does entry 2 give? 2.670 eV


The lowest energy relative to the best compared isomer or geometry (same formula, charge and spin) belongs to which entry? C4H5NS


The lowest energy relative to the best compared isomer or geometry (same formula, charge and spin) belongs to which entry? C4H5NS